No. 1
This record from OMol25 describes a molecular structure, C22H30Br2N5NiPSi. The level of theory is ωB97M-V/def2-TZVPD.

Cartesian coordinates (Å):
Ni: 0.1216 -0.8475 0.6417
Br: 1.9765 0.1760 -0.8043
C: 1.6875 2.0932 -0.6942
Br: -0.1513 2.5991 -0.8269
H: 2.2275 2.5242 -1.5286
H: 2.0638 2.4194 0.2675
C: -4.2083 0.0086 -2.3294
N: -3.2652 -1.1573 -2.6845
C: -3.9270 -2.4658 -2.2018
N: -4.2435 -2.3940 -0.8246
C: -5.1265 -1.2638 -0.5606
N: -4.5160 0.0064 -0.9462
C: -3.3728 0.3638 -0.1033
P: -2.0136 -0.8869 -0.2163
C: -1.9091 -0.9694 -2.0644
C: -3.0568 -2.3885 0.0328
H: -5.1082 -0.1477 -2.9269
H: -3.7041 0.9252 -2.6368
H: -3.1657 -1.1991 -3.7002
H: -3.2203 -3.2663 -2.4189
H: -4.8277 -2.5747 -2.8082
H: -5.3716 -1.2376 0.4999
H: -6.0487 -1.3928 -1.1302
H: -3.7071 0.4380 0.9339
H: -3.0034 1.3490 -0.3949
H: -1.2747 -1.8080 -2.3663
H: -1.4835 -0.0459 -2.4634
H: -3.3608 -2.4506 1.0807
H: -2.4570 -3.2841 -0.1607
N: -0.0554 0.6617 4.4756
C: 1.2319 0.1910 4.4810
C: 1.4305 -0.3517 3.2517
N: 0.2806 -0.2168 2.4966
C: -0.5915 0.3930 3.2760
H: -0.5218 1.1301 5.2346
H: 1.8714 0.2874 5.3390
H: 2.3135 -0.8209 2.8546
H: -1.5988 0.6687 3.0147
C: 1.2667 -3.8708 -3.8673
C: 0.0426 -4.1070 -3.2518
C: -0.0941 -3.9087 -1.8891
C: 0.9807 -3.4840 -1.0967
C: 2.2023 -3.2596 -1.7436
C: 2.3470 -3.4487 -3.1087
Si: 0.8709 -3.1097 0.7361
C: -0.1839 -4.1195 1.8891
C: 0.0121 -3.9414 3.2645
C: -0.7349 -4.6382 4.1968
C: -1.7020 -5.5386 3.7724
C: -1.9074 -5.7422 2.4145
C: -1.1574 -5.0393 1.4890
H: 1.3789 -4.0311 -4.9309
H: -0.7918 -4.4721 -3.8370
H: -1.0564 -4.1267 -1.4285
H: 3.0634 -2.9464 -1.1639
H: 3.3053 -3.2804 -3.5795
H: 2.2275 -2.8382 1.2859
H: 0.7757 -3.2539 3.6130
H: -0.5547 -4.4975 5.2533
H: -2.2798 -6.0975 4.4955
H: -2.6371 -6.4674 2.0828
H: -1.3061 -5.2573 0.4341

Forces on the atoms, in the same order (eV/Å):
Ni -0.568 -0.046 0.002
Br 0.049 -0.163 -0.177
C 0.172 -0.073 0.094
Br -0.184 -0.067 0.006
H -0.003 0.022 0.065
H 0.013 0.026 -0.061
C 0.022 -0.058 -0.200
N -0.046 0.024 -0.001
C 0.036 0.074 -0.226
N 0.013 -0.008 0.045
C -0.135 0.012 0.060
N 0.109 -0.006 0.050
C -0.029 0.168 0.048
P 0.780 -0.476 -0.186
C -0.244 0.039 -0.127
C 0.024 -0.217 0.062
H 0.028 0.049 0.027
H -0.040 -0.014 0.017
H -0.011 -0.004 0.000
H -0.035 -0.015 0.004
H 0.025 -0.054 0.044
H -0.011 -0.006 -0.017
H 0.013 -0.009 0.039
H -0.003 -0.002 -0.028
H 0.025 -0.022 0.027
H -0.034 0.114 0.067
H 0.028 -0.017 0.070
H -0.001 0.019 -0.035
H -0.122 0.175 0.061
N 0.005 -0.074 -0.131
C 0.099 -0.024 0.019
C 0.073 0.094 0.086
N 0.357 -0.212 0.416
C -0.180 0.064 -0.086
H -0.011 0.015 0.038
H 0.049 -0.016 0.007
H 0.024 -0.002 0.019
H -0.012 -0.034 -0.039
C -0.039 0.007 -0.029
C 0.070 0.004 -0.070
C -0.194 -0.146 0.265
C -0.005 -0.069 0.121
C 0.041 0.079 0.219
C -0.024 -0.001 -0.078
Si -0.452 0.949 -0.085
C 0.088 0.004 -0.061
C 0.170 0.238 -0.057
C -0.079 -0.079 0.020
C 0.000 -0.007 -0.039
C -0.054 -0.038 0.141
C 0.082 -0.047 -0.403
H 0.008 -0.013 -0.008
H -0.028 -0.021 -0.015
H 0.154 -0.015 -0.056
H 0.041 -0.009 0.007
H 0.033 0.008 -0.001
H -0.094 -0.153 -0.050
H 0.003 0.011 0.014
H 0.017 0.022 0.024
H -0.010 -0.003 0.020
H -0.027 -0.016 -0.028
H 0.026 0.019 0.090

Results
Total charge: +2
Frontier orbital gap (alpha / beta), eV: 6.784 / 7.059

***

No. 2
This record from OMol25 describes a molecular structure, C22H30CoN2O3S3Se2. The level of theory is ωB97M-V/def2-TZVPD.

Cartesian coordinates (Å):
Co: 0.6567 0.3833 -0.2133
C: -0.7698 1.4088 3.4423
C: -0.2210 0.1999 2.7144
C: 0.1484 -0.9222 3.6738
O: 0.9652 0.6212 1.9966
C: -1.2459 -0.3676 1.7108
O: -2.3873 -0.5569 2.0895
O: -0.7698 -0.6720 0.5453
H: -0.1216 1.6716 4.2823
H: -1.7701 1.1823 3.8086
H: -0.8308 2.2645 2.7677
H: 0.9936 -0.6225 4.3009
H: 0.4056 -1.8353 3.1291
H: -0.7034 -1.1450 4.3141
H: 1.6428 -0.0606 2.0781
C: 2.2330 -3.3032 1.0603
C: 2.7079 -2.4935 -0.0989
N: 2.5442 -1.2086 -0.2139
C: 3.2144 -0.7081 -1.3211
C: 3.8488 -1.6343 -2.0734
S: 3.6413 -3.1790 -1.3706
C: 3.2127 0.7537 -1.4566
C: 3.9558 1.5540 -2.2497
S: 3.7002 3.1889 -1.8036
C: 2.5663 2.7242 -0.6113
N: 2.4121 1.4272 -0.5493
C: 1.8615 3.7024 0.2642
H: 2.3011 -4.3708 0.8587
H: 1.1958 -3.0569 1.2762
H: 2.8488 -3.0756 1.9336
H: 4.4058 -1.4944 -2.9873
H: 4.6648 1.2800 -3.0151
H: 2.5789 4.3602 0.7590
H: 1.2899 3.1569 1.0126
H: 1.1701 4.3046 -0.3245
C: -1.6549 -0.3974 -3.1633
Se: 0.0526 -1.0671 -2.5384
C: -0.5976 -2.9016 -2.3458
C: -1.7685 -3.0980 -1.3853
Se: -1.3318 -3.8345 0.3597
C: -1.0977 -5.6631 -0.2664
H: -2.0628 -1.1216 -3.8675
H: -1.4704 0.5515 -3.6512
H: -2.3224 -0.2398 -2.3201
H: 0.2677 -3.5155 -2.0960
H: -0.9001 -3.1578 -3.3614
H: -2.4803 -3.8002 -1.8177
H: -2.2936 -2.1658 -1.1819
H: -0.3128 -5.7120 -1.0189
H: -2.0318 -6.0407 -0.6774
H: -0.8104 -6.2718 0.5877
S: -0.3396 2.1279 -1.4499
C: -1.6367 3.0205 -0.6501
C: -1.8707 4.3465 -1.0272
C: -2.8839 5.0871 -0.4323
C: -3.6858 4.5259 0.5522
C: -3.4674 3.2072 0.9276
C: -2.4582 2.4619 0.3326
H: -1.2451 4.7927 -1.7919
H: -3.0460 6.1137 -0.7410
H: -4.4775 5.1048 1.0118
H: -4.0936 2.7433 1.6818
H: -2.3266 1.4266 0.6011

Forces on the atoms, in the same order (eV/Å):
Co 0.152 0.446 0.741
C 0.065 0.101 0.042
C 0.023 -0.040 0.036
C -0.029 -0.025 0.062
O 0.109 0.106 -0.210
C 0.203 -0.046 0.002
O 0.048 -0.126 -0.059
O -0.260 0.211 -0.403
H -0.021 -0.004 -0.043
H 0.033 0.014 -0.010
H -0.045 -0.031 -0.016
H -0.057 0.014 -0.012
H 0.022 0.037 0.011
H 0.007 -0.032 -0.008
H 0.021 0.003 0.011
C 0.040 0.089 -0.020
C 0.061 -0.046 0.000
N -0.058 0.087 -0.061
C -0.126 0.216 0.262
C 0.099 -0.098 -0.164
S 0.002 -0.085 -0.004
C -0.131 -0.149 0.292
C 0.207 0.080 -0.053
S 0.036 0.118 -0.060
C 0.024 -0.107 0.155
N -0.415 -0.346 -0.667
C 0.034 0.021 -0.025
H -0.019 0.003 -0.008
H -0.035 0.004 -0.030
H 0.003 -0.019 -0.024
H -0.042 0.006 0.082
H -0.042 0.005 0.063
H 0.015 -0.034 -0.013
H 0.009 0.006 -0.026
H 0.008 -0.014 0.020
C 0.018 0.053 0.049
Se 0.102 -0.076 -0.194
C 0.051 0.027 -0.033
C 0.026 0.034 0.031
Se -0.014 0.048 0.005
C 0.001 0.049 -0.012
H 0.001 0.022 0.011
H -0.025 0.046 -0.021
H -0.005 0.029 -0.001
H -0.022 -0.023 0.061
H 0.009 -0.127 0.005
H -0.080 0.029 -0.042
H 0.054 -0.058 0.030
H 0.007 -0.035 -0.010
H 0.009 -0.016 0.001
H 0.003 -0.015 0.011
S -0.136 -0.287 0.273
C -0.048 -0.008 0.109
C 0.018 0.030 0.074
C 0.049 0.005 -0.052
C -0.004 -0.019 -0.003
C 0.037 -0.030 -0.018
C -0.010 0.041 -0.134
H -0.023 0.010 -0.001
H 0.011 -0.025 -0.005
H 0.030 -0.010 -0.007
H 0.044 0.001 -0.027
H -0.047 -0.060 0.036

Results
Total charge: 0
<S²>: 0.7762
Frontier orbital gap (alpha / beta), eV: 6.874 / 6.870
Spin multiplicity: 2

***

No. 3
This record from OMol25 describes a molecular structure, C22H30CoN3O2S. The level of theory is ωB97M-V/def2-TZVPD.

Cartesian coordinates (Å):
Co: 0.4269 -0.3285 0.3942
C: 2.1967 2.1517 -1.3890
C: 1.7692 1.7235 -0.0128
C: 2.6122 0.9294 0.7901
C: 4.0312 0.6600 0.3590
C: 2.1305 0.4069 2.0072
C: 3.0027 -0.4603 2.8753
C: 0.8436 0.7668 2.4746
C: 0.3591 0.2076 3.7876
C: 0.0905 1.7262 1.7657
C: -1.1207 2.3747 2.3868
C: 0.5194 2.1409 0.4898
C: -0.3385 3.0904 -0.3036
H: 2.4301 3.2185 -1.4120
H: 1.4009 1.9607 -2.1060
H: 3.0645 1.6015 -1.7349
H: 4.0991 -0.2245 -0.2788
H: 4.6789 0.5053 1.2169
H: 4.4306 1.5033 -0.1976
H: 3.4904 0.1554 3.6355
H: 3.7703 -0.9737 2.3047
H: 2.4240 -1.2229 3.3888
H: -0.6778 0.4620 3.9843
H: 0.9621 0.5781 4.6188
H: 0.4350 -0.8802 3.7906
H: -2.0549 1.8780 2.1131
H: -1.1980 3.4094 2.0616
H: -1.0486 2.3838 3.4707
H: -0.1004 4.1254 -0.0447
H: -1.3972 2.9336 -0.1072
H: -0.1819 2.9780 -1.3722
O: -1.0808 -0.7204 -3.2851
C: -0.8292 -0.6042 -2.1040
O: 0.3296 -0.4224 -1.5658
C: -1.9729 -0.6901 -1.0981
C: -3.2879 -0.8496 -1.5034
C: -4.2760 -0.9179 -0.5373
C: -3.9202 -0.8327 0.8031
C: -2.5850 -0.6807 1.1252
N: -1.6327 -0.6075 0.1924
H: -3.4936 -0.9116 -2.5625
H: -5.3132 -1.0390 -0.8200
H: -4.6623 -0.8828 1.5870
H: -2.2556 -0.6272 2.1562
S: 1.2980 -2.4963 0.9014
C: 0.3658 -3.8224 0.3270
N: -0.1220 -4.7210 1.1748
C: -0.7153 -5.9889 0.7526
C: -1.3995 -5.8012 -0.5923
C: -0.4406 -5.1563 -1.5801
N: 0.1547 -3.9675 -0.9756
H: 0.1312 -4.5860 2.1404
H: -1.4324 -6.2920 1.5133
H: 0.0585 -6.7580 0.6917
H: -2.2830 -5.1725 -0.4699
H: -1.7217 -6.7673 -0.9767
H: -0.9615 -4.8497 -2.4853
H: 0.3494 -5.8544 -1.8676
H: 0.5694 -3.2616 -1.5675

Forces on the atoms, in the same order (eV/Å):
Co 0.283 -0.302 -0.033
C -0.009 -0.005 -0.013
C -0.004 0.008 0.031
C -0.002 -0.012 0.002
C -0.027 -0.042 -0.023
C -0.106 0.066 0.012
C -0.034 -0.092 -0.075
C 0.097 0.271 0.092
C -0.039 -0.056 -0.038
C 0.102 0.010 0.097
C -0.061 -0.082 -0.055
C -0.028 0.085 -0.018
C -0.028 -0.080 -0.061
H -0.003 0.006 -0.002
H 0.005 -0.012 -0.006
H 0.007 0.004 0.001
H 0.001 -0.007 -0.002
H 0.002 0.001 -0.001
H 0.002 -0.001 -0.005
H 0.025 -0.004 -0.003
H 0.003 -0.002 0.004
H 0.002 0.015 0.021
H -0.002 0.001 0.003
H -0.001 0.003 0.006
H 0.004 -0.002 0.007
H -0.005 0.006 -0.011
H -0.009 -0.001 -0.008
H -0.007 -0.008 0.001
H -0.004 0.003 -0.002
H 0.000 0.004 0.003
H 0.003 0.004 0.001
O -0.010 -0.061 0.003
C -0.013 0.018 -0.002
O -0.089 0.024 -0.082
C -0.053 0.020 0.000
C 0.056 0.002 -0.021
C -0.021 -0.007 0.020
C 0.024 -0.002 -0.003
C -0.030 -0.079 0.012
N 0.000 0.029 0.005
H -0.003 0.006 -0.001
H -0.005 0.009 -0.002
H -0.003 -0.006 0.004
H 0.001 0.015 0.002
S 0.103 0.000 0.541
C -0.220 0.253 -0.461
N 0.199 -0.076 0.054
C -0.087 -0.010 -0.025
C 0.051 0.020 0.010
C -0.121 -0.018 -0.015
N 0.112 0.034 0.031
H -0.029 0.000 -0.001
H 0.008 -0.014 -0.004
H 0.008 0.016 -0.003
H -0.003 0.008 -0.006
H -0.035 0.007 0.010
H 0.006 0.006 0.000
H 0.005 0.009 0.014
H -0.017 0.020 -0.005

Results
Total charge: +1
<S²>: 3.7607
Frontier orbital gap (alpha / beta), eV: 8.933 / 9.163
Spin multiplicity: 4

***

No. 4
This record from OMol25 describes a molecular structure, C22H30CoO2Si. The level of theory is ωB97M-V/def2-TZVPD.

Cartesian coordinates (Å):
C: -0.3725 -0.3044 3.3290
C: -0.6436 -1.3065 2.3709
C: 0.5113 -2.1111 2.2382
H: -1.5612 -1.4444 1.8261
C: 1.4959 -1.6054 3.1193
C: 0.9537 -0.4892 3.7941
H: 1.4567 0.1130 4.5324
H: -1.0524 0.4682 3.6480
H: 0.6170 -2.9419 1.5620
H: 2.4902 -1.9995 3.2501
Co: 1.0429 -0.0022 1.5670
C: 0.0420 0.0783 -5.1693
H: 0.9865 -0.3106 -4.7991
H: -0.6720 -0.7348 -5.2640
H: -0.3424 0.8186 -4.4735
Si: -0.0765 0.0206 -0.6862
C: -1.5870 1.1669 -0.8253
C: -2.6221 1.0980 0.1122
H: -2.5616 0.3720 0.9138
C: -3.7151 1.9511 0.0552
H: -4.5044 1.8710 0.7927
C: -3.7921 2.9149 -0.9417
H: -4.6383 3.5887 -0.9852
C: -2.7769 3.0039 -1.8841
H: -2.8317 3.7484 -2.6689
C: -1.6953 2.1347 -1.8272
H: -0.9158 2.2112 -2.5760
C: -0.7202 -1.7143 -1.1325
C: -2.0350 -1.9383 -1.5480
H: -2.6929 -1.0941 -1.7131
C: -2.5189 -3.2224 -1.7658
H: -3.5429 -3.3634 -2.0894
C: -1.6927 -4.3213 -1.5822
H: -2.0670 -5.3227 -1.7529
C: -0.3799 -4.1233 -1.1723
H: 0.2764 -4.9733 -1.0290
C: 0.0908 -2.8390 -0.9467
H: 1.1133 -2.7093 -0.6125
H: 0.7256 0.4250 -1.9073
H: 0.1963 0.5398 -6.1406
C: 3.9707 -0.4880 1.7278
O: 2.8552 0.1395 1.1437
C: 3.0142 1.1453 0.1753
C: 2.1403 2.3356 0.6265
O: 1.1266 1.8605 1.5000
C: 0.7695 2.6307 2.6202
H: 3.9916 -0.2737 2.8164
H: 4.9276 -0.0985 1.3182
H: 3.9479 -1.5752 1.5069
H: 4.0620 1.4774 0.0020
H: 2.6566 0.7294 -0.7815
H: 2.8239 2.9819 1.2240
H: 1.7446 2.9175 -0.2323
H: -0.3043 2.4813 2.8433
H: 1.4081 2.3670 3.4877
H: 0.8774 3.7161 2.4035

Forces on the atoms, in the same order (eV/Å):
C -0.145 -0.128 0.123
C -0.087 -0.149 0.297
C 0.015 -0.084 0.226
H -0.076 -0.013 -0.043
C -0.186 -0.288 0.021
C -0.176 0.063 -0.001
H 0.034 0.031 0.108
H -0.089 -0.030 0.060
H -0.012 -0.055 0.089
H -0.075 -0.091 0.083
Co -2.754 -3.467 0.242
C 0.008 0.021 -0.041
H 0.029 -0.021 0.055
H -0.040 -0.045 0.025
H -0.015 -0.007 0.059
Si 0.149 -0.289 0.061
C 0.136 0.005 -0.053
C 0.030 0.131 0.026
H -0.045 -0.064 0.035
C 0.013 0.011 0.015
H -0.006 -0.003 0.009
C 0.021 -0.015 -0.046
H -0.008 -0.001 -0.005
C -0.069 0.031 0.021
H -0.003 0.009 -0.012
C -0.003 0.017 0.074
H 0.023 -0.001 -0.026
C -0.146 0.032 0.029
C 0.075 -0.081 -0.035
H -0.040 0.024 0.024
C -0.004 -0.037 -0.051
H -0.016 -0.009 0.003
C 0.011 0.042 0.041
H -0.001 -0.005 0.003
C 0.004 -0.045 -0.082
H 0.001 -0.017 0.010
C -0.118 0.042 -0.160
H 0.089 0.043 -0.002
H -0.048 0.052 -0.008
H 0.007 0.030 -0.089
C 1.626 -0.333 0.304
O 2.501 0.222 -0.479
C -0.052 0.530 -1.659
C 1.313 0.926 0.426
O -0.147 2.468 -0.750
C -0.170 1.579 0.687
H -0.149 -0.386 -0.614
H -0.669 -0.064 0.017
H -0.107 0.660 0.343
H -0.512 -0.298 0.559
H 0.084 0.269 0.358
H -0.589 -0.047 -0.330
H 0.005 -0.466 0.508
H 0.722 -0.220 -0.136
H -0.434 0.129 -0.367
H 0.095 -0.610 0.052

Results
Total charge: 0
<S²>: 3.7641
Frontier orbital gap (alpha / beta), eV: 6.260 / 7.564
Spin multiplicity: 4

***

DFT total energy values, unit Eh, following the record order: -8416.749238, -8571.778278, -2951.944158, -2678.904424.